The following is a DFT calculation (wB97M-V/def2-TZVPD) of a molecular structure, C34H40N4Ti at a distorted geometry.

ORCA input file:
```
! RIJCOSX wB97M-V def2-TZVPD def2/J DEFGRID3
* xyz -2 3
C -0.95 3.66 -6.91
C -0.50 -4.23 4.42
H 0.48 1.83 3.68
N 0.39 -3.36 3.97
C -0.59 -3.55 1.75
N -0.39 -1.05 -3.63
C -3.00 -0.42 1.51
H 0.73 1.97 -2.67
H -4.78 0.53 0.77
H -2.25 2.51 1.52
H 3.39 -0.45 1.51
C -0.77 2.45 -6.06
H 0.05 0.12 3.65
H -2.64 2.68 -5.01
N -2.36 -0.30 0.22
C -2.34 -0.99 2.59
H -1.54 3.46 -7.81
C 1.89 -0.19 -5.42
C 0.34 2.51 -1.80
C -0.39 1.80 0.63
C 0.43 -3.03 2.65
H -1.46 4.45 -6.37
C -3.01 -1.14 3.81
H -1.18 1.34 3.29
H 2.45 -0.20 -4.47
C 0.12 -2.30 -4.03
N -1.01 -2.55 -2.13
C -4.31 0.06 1.64
H 2.42 0.43 -2.14
H -0.71 2.75 -2.01
C 1.60 0.86 -0.21
H 3.60 1.13 -1.02
C -2.71 0.58 -3.39
H 0.89 3.46 -1.71
C 1.51 0.56 1.21
H -2.44 -4.71 1.63
C 1.40 -2.11 2.24
H 3.09 -0.55 -0.82
H 2.70 0.44 3.00
C -4.32 -0.70 3.94
H 2.49 0.39 -6.15
H 0.01 4.06 -7.24
C -1.43 2.85 0.87
H 1.83 -1.21 -5.81
C -4.97 -0.09 2.86
H -0.57 -3.27 0.68
C -0.22 -3.20 -3.07
H -0.41 -4.54 5.46
C -1.74 2.07 -5.12
H 0.62 -2.46 -4.96
C 0.45 1.69 -0.56
H -3.67 0.87 -3.85
H -2.61 1.17 -2.46
C -0.46 0.12 -4.42
C 2.73 0.46 -1.09
H -1.87 3.22 -0.07
H 0.00 -4.28 -3.03
H -4.85 -0.82 4.89
C -1.61 0.92 -4.34
Ti -0.19 -0.16 0.03
C 2.52 -0.05 2.04
H 1.96 -1.44 2.92
C 0.24 1.03 1.70
C 0.37 1.64 -6.12
C -1.60 -4.37 2.26
C -0.96 -1.23 -2.32
C 0.56 0.51 -5.32
H 1.67 -2.19 1.17
H -1.30 -1.33 2.48
H 1.17 1.91 -6.83
C -1.55 -4.72 3.62
H -2.68 0.52 -0.31
H -2.32 -5.32 4.10
H -0.95 3.70 1.38
H -6.00 0.27 2.96
H -2.49 -1.61 4.66
H -2.51 -1.10 -0.42
H -2.76 -0.49 -3.14
C -0.12 1.08 3.15
*
```

Properties
energy above the lowest of the compared OMol25 structures with the same formula, charge and spin = 265.96 kJ/mol

These are the Löwdin partial charges, in e, on atoms 1 to 8: C -0.0760; C -0.2432; H 0.0707; N 0.0349; C -0.0996; N -0.0450; C -0.2733; H 0.0617